No. 1
This record from the Open Molecules 2025 dataset describes an isolated molecule of C2H3N5O in a non-equilibrium geometry. The level of theory is ωB97M-V/def2-TZVPD.

```
11
C2H3N5O, DFT ωB97M-V/def2-TZVPD
O 0.037 1.364 2.049
N -1.188 0.272 -1.692
N 0.839 0.331 2.107
N -0.644 0.624 -0.518
N 0.356 -1.278 -1.106
N 0.229 -0.261 -0.203
C 0.934 -0.388 1.034
C -0.589 -0.845 -1.991
H 1.616 -1.256 0.940
H -0.933 -1.579 -2.808
H -0.193 1.493 1.102
```

Energy relative to the best compared isomer or geometry (same formula, charge and spin): 4.077 eV
Charge: 0
M: 113.08 g mol⁻¹
Frontier orbital gap: 10.01 eV
SMILES: O/N=C\n1ncnn1
Total energy: -11616.753 eV

Calculated atomic charges, method Löwdin, unit e: -0.018, 0.049, -0.005, 0.037, 0.124, -0.181, -0.100, -0.238, 0.130, 0.136, 0.065



No. 2
This record from the Open Molecules 2025 dataset describes a cluster of 2 separate species, C2H3N5O in total in a non-equilibrium geometry. The level of theory is ωB97M-V/def2-TZVPD.

```
11
C2H3N5O, DFT ωB97M-V/def2-TZVPD
O -2.974 -0.226 -0.439
N -0.898 -0.427 0.746
N 2.313 -0.740 -0.474
N 0.411 -0.301 0.431
N 1.212 -1.354 -0.216
N 2.294 0.571 -0.328
C -1.858 0.257 -0.346
C 1.223 0.815 0.381
H -1.298 -1.765 0.860
H 0.998 2.004 0.454
H -1.422 1.166 -1.069
```

Energy relative to the best compared isomer or geometry (same formula, charge and spin): 6.156 eV
Charge: 0
M: 113.08 g mol⁻¹
Frontier orbital gap: 9.87 eV
Total energy: -11614.674 eV

Calculated atomic charges, method Löwdin, unit e: 0.011, -0.008, -0.095, -0.225, 0.075, -0.016, -0.218, -0.185, 0.311, 0.169, 0.180



No. 3
This record from the Open Molecules 2025 dataset describes an isolated molecule of C2H3N5O in a non-equilibrium geometry. The level of theory is ωB97M-V/def2-TZVPD.

```
11
C2H3N5O, DFT ωB97M-V/def2-TZVPD
O 2.517 -0.847 0.028
N 0.076 1.382 -0.037
N -0.622 0.282 0.243
N 0.173 -0.855 -0.048
N 1.329 1.128 -0.199
N -2.677 -0.744 -0.245
C 1.500 -0.246 -0.004
C -2.100 0.260 0.168
H 0.110 -1.403 0.851
H -2.008 -1.473 -0.397
H -2.593 1.223 0.347
```

Energy relative to the best compared isomer or geometry (same formula, charge and spin): 3.091 eV
Charge: 0
M: 113.08 g mol⁻¹
Frontier orbital gap: 9.64 eV
SMILES: [H]/N=C\n1nnc(=O)[nH]1
Total energy: -11617.738 eV

Calculated atomic charges, method Löwdin, unit e: 0.118, 0.065, -0.159, 0.138, 0.102, 0.132, -0.538, -0.192, 0.172, 0.038, 0.124



- Which formula does entry 2 have?
  C2H3N5O



- Look up the energy relative to the best compared isomer or geometry (same formula, charge and spin) of the third one.
  3.091 eV